1.
Density functional theory data (the ωB97M-V functional and the def2-TZVPD basis) for 2 unconnected molecules or ions with the total composition CH4O2S in a non-equilibrium geometry.

```
8
Properties=species:S:1:pos:R:3:mulliken_charge:R:1
C -1.2881 0.0019 -0.1016 0.016
O -0.9620 -0.8310 -0.9111 -0.528
O 0.4916 0.3303 1.1683 -0.556
S 1.6433 -0.2964 0.4421 0.209
H -1.7915 -0.2648 0.7236 0.257
H -1.1170 1.1082 -0.1764 0.217
H 1.0044 -0.7345 -0.8264 0.199
H 2.0193 0.6864 -0.3185 0.187
```

* molecular weight: 80.11 g/mol
* Kohn-Sham gap: 10.09 eV
* HOMO level: -9.602 eV
* charge: 0
* E_LUMO: 0.49 eV


2.
Density functional theory data (the ωB97M-V functional and the def2-TZVPD basis) for C4H7NO2 in the gas phase.

```
14
Properties=species:S:1:pos:R:3:mulliken_charge:R:1
C -2.0298 -0.2964 0.1689 -0.808
C -0.8285 0.0350 0.6385 0.555
N -0.3176 1.3507 0.6989 -0.298
O 0.8897 1.4515 -0.0883 -0.313
C 1.1223 0.2341 -0.7819 -0.497
C 1.2643 -0.8674 0.2546 -0.347
O 0.0714 -0.8971 1.0573 -0.391
H -2.6942 0.4564 -0.2427 0.235
H -2.3299 -1.3371 0.1615 0.279
H -0.9750 1.9961 0.2678 0.290
H 0.2909 0.0094 -1.4641 0.358
H 2.0285 0.3773 -1.3726 0.378
H 2.1210 -0.6554 0.9035 0.265
H 1.3870 -1.8571 -0.2013 0.292
```

* molecular weight: 101.10 g/mol
* Kohn-Sham gap: 9.57 eV
* HOMO level: -8.591 eV
* charge: 0
* E_LUMO: 0.98 eV
* SMILES: C=C1NOCCO1


3.
Density functional theory data (the ωB97M-V functional and the def2-TZVPD basis) for C3H6N2S2 in the gas phase in a non-equilibrium geometry.

```
13
Properties=species:S:1:pos:R:3:mulliken_charge:R:1
N -2.7811 0.0254 -0.1200 -0.488
N -1.7247 -0.8003 0.0370 -0.289
C -0.5605 -0.3182 0.1066 0.424
S 0.8172 -1.4482 0.0584 -0.155
C 2.0304 -0.1920 -0.2840 -0.529
C 1.5777 1.1284 0.2918 -0.561
S -0.1500 1.3759 -0.1021 -0.173
H -3.6541 -0.4886 0.0986 0.250
H -2.7571 0.8971 0.4108 0.206
H 2.1336 -0.1073 -1.3491 0.322
H 3.0406 -0.4784 0.1388 0.327
H 2.1512 1.9546 -0.1025 0.363
H 1.6650 1.0950 1.3982 0.304
```

* molecular weight: 134.23 g/mol
* Kohn-Sham gap: 8.62 eV
* HOMO level: -7.976 eV
* charge: 0
* E_LUMO: 0.65 eV
* SMILES: NN=C1SCCS1


4.
Density functional theory data (the ωB97M-V functional and the def2-TZVPD basis) for C4H8O2 in the gas phase.

```
14
Properties=species:S:1:pos:R:3:mulliken_charge:R:1
C 1.2237 1.1439 1.4711 -1.255
C 0.1844 0.6853 0.4702 -0.170
O 0.3869 -0.6916 0.2160 -0.334
C -0.1273 -1.1306 -1.0074 -0.295
C -1.6295 -1.1135 -1.1668 0.078
O -2.1847 -1.7312 -2.0429 -0.472
H 2.2304 1.0442 1.0552 0.307
H 1.1625 0.5321 2.3753 0.304
H 1.0580 2.1902 1.7444 0.370
H -0.8272 0.8461 0.8689 0.241
H 0.2650 1.2538 -0.4711 0.345
H 0.2530 -2.1418 -1.1802 0.325
H 0.1871 -0.4645 -1.8322 0.278
H -2.1824 -0.4225 -0.5005 0.279
```

* molecular weight: 88.11 g/mol
* Kohn-Sham gap: 10.47 eV
* HOMO level: -9.600 eV
* charge: 0
* E_LUMO: 0.87 eV
* SMILES: CCOCC=O


5.
Density functional theory data (the ωB97M-V functional and the def2-TZVPD basis) for a molecular structure, C24H26Cl2N7O6PbSe2Te2.

```
70
Properties=species:S:1:pos:R:3:mulliken_charge:R:1
Pb 0.4948 0.0920 -0.4620 1.301
Se 0.2955 -0.0476 2.4748 -0.330
Te 1.8984 -1.7748 2.9282 0.393
Te 3.9391 -1.4770 1.1734 -0.024
Se 3.3263 0.6349 0.0883 -0.316
Cl -1.0912 0.9312 -3.6456 -0.096
C 0.4508 0.5845 -4.4527 -0.348
Cl 1.8441 0.8623 -3.3847 -0.066
H 0.5398 1.2452 -5.3030 0.347
H 0.4563 -0.4543 -4.7510 0.290
C 2.4696 5.0100 1.5285 -1.672
C 1.4396 4.6781 0.4527 1.447
C 2.0446 4.9227 -0.9319 -1.799
C 0.1720 5.5112 0.6439 -1.647
N 1.1873 3.2264 0.6119 0.027
N 0.3202 2.6490 -0.3664 -0.398
H 2.7413 6.0660 1.4796 0.428
H 3.3656 4.4026 1.3863 0.354
H 2.0688 4.8079 2.5271 0.403
H 2.5136 5.9061 -0.9623 0.481
H 1.2914 4.9054 -1.7262 0.390
H 2.8145 4.1746 -1.1420 0.358
H 0.3877 6.5744 0.5165 0.427
H -0.2333 5.3699 1.6505 0.369
H -0.6005 5.2462 -0.0854 0.386
H 0.8210 3.0114 1.5295 0.248
H 0.6931 2.9263 -1.2692 0.264
H -0.6226 3.0342 -0.3149 0.154
O 0.8638 -3.4391 2.1951 -0.580
C 0.7776 -3.6902 0.9009 0.694
O 1.0356 -2.8987 0.0105 -0.548
C 0.3289 -5.0758 0.5720 0.321
C -0.0117 -5.3574 -0.7414 -0.681
C -0.4155 -6.6321 -1.0650 -0.088
C -0.4762 -7.6483 -0.1332 -0.341
C -0.1298 -7.3346 1.1638 -0.145
C 0.2653 -6.0677 1.5412 -0.594
N -0.1837 -8.4039 2.1923 1.060
O 0.1263 -8.0970 3.3256 -0.606
O -0.5303 -9.5067 1.8261 -0.595
N -0.7998 -6.9190 -2.4684 1.059
O -1.0578 -8.0674 -2.7535 -0.588
O -0.8326 -5.9744 -3.2360 -0.611
H 0.0440 -4.5915 -1.5008 0.643
H -0.7862 -8.6446 -0.4082 0.628
H 0.5204 -5.8671 2.5706 0.593
N -7.2156 -1.1151 -0.3566 0.018
C -8.5309 -0.7368 -0.1891 0.717
C -9.7390 -1.3906 -0.4303 -1.032
C -10.8861 -0.6812 -0.1484 -0.415
C -10.8380 0.6344 0.3548 -0.498
C -9.6408 1.2716 0.5900 -0.738
C -8.4651 0.5685 0.3122 0.595
N -7.1454 0.9615 0.4445 -0.619
C -6.4411 -0.0572 0.0428 0.032
C -4.9760 -0.0519 0.0092 0.948
C -4.2175 -1.0908 -0.5213 -0.895
C -2.8396 -0.9793 -0.5363 -0.448
N -2.1870 0.0790 -0.0596 0.030
C -2.9205 1.0690 0.4698 -0.597
C -4.2952 1.0500 0.5227 -0.659
H -6.8988 -2.0091 -0.6832 0.167
H -9.7777 -2.4010 -0.8208 0.378
H -11.8501 -1.1439 -0.3186 0.387
H -11.7684 1.1500 0.5560 0.386
H -9.5971 2.2829 0.9758 0.434
H -4.6756 -1.9826 -0.9308 0.299
H -2.2291 -1.7751 -0.9594 0.512
H -2.3701 1.9108 0.8823 0.480
H -4.8598 1.8675 0.9526 0.520
```

* molecular weight: 1199.74 g/mol
* Kohn-Sham gap: 6.39 eV
* HOMO level: -10.301 eV
* charge: +1
* E_LUMO: -3.91 eV


6.
Density functional theory data (the ωB97M-V functional and the def2-TZVPD basis) for 2 unconnected molecules or ions with the total composition C2H3NO3 in a non-equilibrium geometry.

```
9
Properties=species:S:1:pos:R:3:mulliken_charge:R:1
O -4.7536 -0.2231 0.8807 -0.339
C -4.2044 -0.4716 -0.0836 0.707
O -3.8079 -0.6359 -1.1410 -0.354
C -0.3702 1.0026 -0.5083 -0.724
N -1.6227 0.6294 0.1454 0.149
O -1.6205 0.2849 1.2766 -0.311
H -0.3258 2.0389 -0.4378 0.293
H 0.5611 0.6266 -0.1871 0.353
H -0.5491 0.6001 -1.6316 0.226
```

* molecular weight: 89.05 g/mol
* Kohn-Sham gap: 9.30 eV
* HOMO level: -9.240 eV
* charge: 0
* E_LUMO: 0.06 eV
* SMILES: O=C=O.CN=O


What E_tot values result from the calculations? In sequence: -16029.07307 -9843.45515 -27857.99904 -8371.61130 -223588.42017 -9752.83363 eV.